Molecular formula: C21H54N3O18P3
Method: DFT, ωB97M-V with the def2-TZVPD basis set

Structure (XYZ):
```
99
Properties=species:S:1:pos:R:3:forces:R:3
C 12.032460 -11.483080 5.983590 0.4351 0.9994 0.6569
C 10.970030 -12.280400 6.683250 0.3522 0.3543 -0.3823
O 10.678150 -11.699180 8.010740 -1.5272 -0.9093 0.1437
P 9.141580 -11.871930 8.543150 -0.6601 1.1744 0.7563
O 8.307610 -13.015520 8.074720 1.3649 0.9626 0.6944
O 8.419730 -10.439940 8.120560 1.0430 -2.1418 0.7078
C 7.089210 -10.445550 7.619720 -1.5085 0.7655 -1.6796
C 6.978600 -10.622890 6.070210 0.7522 -0.1583 1.4131
O 9.359610 -11.713210 10.195230 1.2294 0.1590 -2.7812
C 8.292960 -11.978980 11.066310 -1.5183 -1.0724 1.0278
C 8.755290 -12.618210 12.399790 0.7798 -0.0824 -1.5007
H 12.131530 -11.781750 4.940000 -0.2766 0.1545 -0.0115
H 11.832030 -10.419890 6.116040 0.0541 0.1231 -0.4974
H 12.996830 -11.682320 6.450920 0.0763 0.0856 0.0582
H 10.065270 -12.273400 6.075410 -0.0688 -0.4208 0.2370
H 11.494510 -13.235250 6.719000 -1.1803 -0.6148 0.8202
H 6.350100 -11.136620 8.024980 0.7035 -0.4265 0.7722
H 6.695110 -9.455650 7.849700 0.2295 0.1080 0.1008
H 6.097790 -10.072860 5.738960 0.1353 -0.0280 -0.2549
H 7.905960 -10.230680 5.652730 -0.1899 0.2000 -0.3352
H 6.906980 -11.677360 5.803650 -0.0369 0.0699 -0.0572
H 7.707470 -11.097020 11.326010 0.1608 0.3870 -0.4473
H 7.645110 -12.678490 10.538040 -0.3686 -0.0654 0.2466
H 9.314040 -13.510520 12.117530 0.1796 -0.0876 0.1943
H 9.447260 -11.932280 12.888430 -0.1971 -0.0855 0.3156
H 7.941110 -12.961100 13.038260 -0.0996 0.4766 -0.0815
C 6.554690 -15.034700 6.040830 0.0611 0.4571 -0.1243
C 5.719010 -14.600160 4.836370 -0.1299 -1.7712 0.5199
O 6.342340 -13.514550 4.177230 0.2301 1.4868 -2.4463
P 6.010550 -12.975090 2.648210 -0.8414 -0.3279 1.2086
O 6.548930 -11.637650 2.280570 -0.1133 -1.4520 0.7010
O 6.465240 -14.210270 1.695560 0.0071 1.6945 3.0924
C 6.400360 -13.959710 0.323740 -1.3381 -0.5016 -1.4015
C 5.262120 -14.864120 -0.158760 -0.6381 -0.1067 -1.1884
O 4.374460 -12.986240 2.574280 1.8545 -1.1882 -0.3882
C 3.618420 -11.841330 2.882660 -1.3981 0.9822 0.1416
C 3.184200 -11.815520 4.335120 0.6791 -0.5781 0.0881
H 6.626670 -14.201810 6.740270 0.2888 -0.1643 0.1043
H 6.136430 -15.899690 6.555580 -0.4913 0.1332 -0.0818
H 7.547100 -15.378100 5.748790 0.1137 0.3974 -0.1445
H 5.642790 -15.475860 4.191820 -0.0544 0.1501 -0.4682
H 4.704970 -14.371300 5.164170 -0.0196 0.4335 -0.1355
H 6.115030 -12.933350 0.092960 0.0621 0.1782 0.2010
H 7.386310 -14.078970 -0.125450 -0.1020 -0.5531 0.0265
H 5.291050 -15.039660 -1.234140 0.2169 -0.0325 -0.1019
H 5.104610 -15.829890 0.321430 0.9785 -0.0708 0.1926
H 4.279300 -14.421350 0.002830 0.1353 0.6003 0.1523
H 4.126970 -10.938180 2.545300 0.2022 0.0143 0.3397
H 2.672560 -11.874380 2.341960 0.2014 -0.3449 -0.6425
H 4.082420 -11.928010 4.942290 -0.0676 0.6459 0.4370
H 2.566280 -10.943310 4.548440 0.3996 0.1256 0.1498
H 2.592310 -12.697180 4.580970 -0.1771 -0.0883 -0.2699
C 10.311460 -7.968190 7.893920 0.3239 -0.0102 -0.9839
C 9.518650 -6.801440 7.304040 -0.1911 -0.8088 1.1463
O 9.685990 -6.864250 5.882020 0.0492 2.2040 -1.9226
P 9.431450 -5.440800 5.087410 -0.1591 -0.2089 -0.6206
O 8.556130 -4.473940 5.844130 2.0785 -1.2474 -1.0452
O 10.961790 -5.029850 4.540400 -2.7063 -0.1855 0.6623
C 11.819590 -4.294260 5.395610 0.9403 -1.5950 1.9474
C 12.802260 -5.330250 6.142370 -0.4227 1.2980 -1.6256
O 8.792200 -5.850860 3.652630 0.6866 -0.1262 1.3673
C 8.627340 -4.849210 2.619240 -0.1053 -0.1968 -0.8268
C 9.795530 -4.818010 1.644430 0.5858 0.5143 0.6875
H 10.044640 -8.837320 7.292640 -0.1395 -0.2384 0.5213
H 11.380130 -7.847050 7.716810 0.1222 0.3230 -0.0575
H 10.215210 -8.143710 8.965380 -0.5276 0.0578 -0.1634
H 8.445650 -6.926320 7.449510 0.0827 0.1111 0.5097
H 9.860090 -5.864810 7.744760 -0.1363 0.2080 -0.2946
H 12.303470 -3.518030 4.802790 0.2462 -0.2741 0.0771
H 11.246710 -3.829130 6.197830 -0.1327 0.3752 -0.1540
H 13.609940 -4.755340 6.595410 -0.1239 -0.1565 0.3884
H 12.272490 -5.984960 6.834320 -0.0505 0.4298 0.1495
H 13.261800 -5.989560 5.406010 -0.0115 0.0715 -0.1600
H 7.785880 -5.168830 2.004520 -0.3896 -0.1017 0.5142
H 8.373040 -3.884650 3.058630 0.2437 -0.0002 0.1040
H 9.776440 -3.900090 1.056930 -0.3645 -0.0815 -0.2367
H 10.732630 -4.740810 2.195780 0.0457 -0.3161 -0.0598
H 9.802760 -5.688330 0.988230 0.0215 0.0676 0.0942
C 7.320190 -8.574920 3.386190 0.0011 0.6676 -1.7595
N 6.044540 -8.190270 2.723760 -0.8852 -0.6416 3.3526
O 6.044370 -7.457280 1.776250 -0.4560 0.1324 -0.9062
O 5.069240 -8.579190 3.383660 -0.0342 0.5162 -1.6500
H 7.193990 -8.314800 4.437140 0.2872 -0.2624 -0.2421
H 7.991540 -7.929490 2.819790 0.7011 -0.4524 0.6775
H 7.405260 -9.629280 3.123130 0.3380 -0.0555 0.5077
C 5.181370 -5.109220 5.937070 0.5200 0.4326 -0.8294
N 5.637420 -6.117750 6.960390 -2.1128 -0.3282 -2.0437
O 5.252620 -5.992730 8.080240 0.1144 0.6731 1.5975
O 6.146200 -7.119860 6.515840 1.0842 -0.5651 -0.1930
H 5.519500 -4.126490 6.265710 -0.0373 -0.1706 -0.1845
H 4.113280 -5.115990 5.719720 -0.2042 -0.2616 1.1748
H 5.553740 -5.409920 4.957780 0.7877 0.1703 0.3700
C 4.657050 -9.127530 -0.717930 0.4493 0.1027 0.0414
N 4.569020 -8.589590 -2.100400 1.3243 -0.7281 -1.3420
O 4.921570 -9.418090 -2.982520 -1.1101 2.1866 1.3182
O 4.342400 -7.392540 -2.255070 0.0028 -1.7580 -0.1078
H 4.728520 -10.212860 -0.788920 -0.6189 0.2060 0.0945
H 3.882700 -8.679820 -0.094990 0.0893 -0.2973 -0.1079
H 5.640660 -8.807470 -0.374170 -0.1299 0.2736 0.1354
```
Forces are in eV/Å.

The electronic energy comes out at -91842.70890 eV. For the gap between HOMO and LUMO, the calculation gives 0.393 Eh. Its LUMO energy is 0.24 eV. Its total charge is 0. The calculation puts the energy relative to the best compared isomer or geometry (same formula, charge and spin) at 263.55 kJ/mol. For the molar mass, the calculation gives 729.588 g/mol.



Molecular formula: C36H43IrN2P2S3SbSi2
Method: DFT, ωB97M-V with the def2-TZVPD basis set

Structure (XYZ):
```
90
Properties=species:S:1:pos:R:3:forces:R:3
Ir -0.131021 -1.008626 -1.141682 -0.0641 -0.0831 -0.4822
N -1.868093 1.548906 -0.919153 0.0553 -0.0931 -0.0906
P -1.459403 0.681035 0.487734 -0.0841 -0.0011 0.1218
C -2.956853 -0.172389 1.043979 -0.0544 0.0513 -0.0130
C -2.809213 -1.198968 1.972886 -0.0139 -0.0220 -0.0075
C -3.919308 -1.896858 2.423668 -0.0018 -0.0200 0.0198
C -5.178769 -1.586780 1.931954 -0.0125 -0.0443 0.0378
C -5.328123 -0.577240 0.991966 -0.0394 -0.0029 -0.0099
C -4.221391 0.129823 0.551495 0.0152 -0.0079 -0.0027
C -1.315924 2.068548 1.671655 -0.0633 0.0477 -0.0557
C -0.477123 3.133392 1.331832 -0.0745 0.0474 0.0032
C -0.248383 4.162202 2.229249 -0.0026 0.0326 0.0540
C -0.843870 4.137239 3.484894 0.0280 0.0090 -0.0154
C -1.676287 3.083132 3.829932 -0.0084 0.0172 0.0130
C -1.913141 2.054813 2.929223 -0.0337 0.0571 0.0374
P -0.822669 1.043183 -2.154182 0.1034 -0.1047 0.2596
C 0.398705 2.371379 -2.337616 0.0232 -0.0102 0.0161
C 1.706993 2.130220 -1.937746 0.0599 -0.0073 -0.0742
C 2.639067 3.159734 -1.935720 0.0277 0.0059 -0.0097
C 2.263201 4.433173 -2.331649 -0.0122 0.0041 -0.0030
C 0.957410 4.678236 -2.745741 0.0253 0.0184 -0.0021
C 0.031532 3.649539 -2.755383 -0.0293 0.0835 -0.0254
C -1.744065 1.130962 -3.697810 -0.0646 0.0148 0.0090
C -3.134467 1.055990 -3.719480 0.0455 0.0238 0.0006
C -3.807962 1.048714 -4.930058 -0.0256 -0.0021 -0.0089
C -3.098323 1.091049 -6.122035 -0.0175 0.0002 -0.0193
C -1.711998 1.151590 -6.105027 0.0194 0.0024 -0.0018
C -1.034226 1.176919 -4.895994 -0.0019 -0.0102 -0.0298
H -2.278764 2.471440 -0.867899 -0.0232 0.0510 -0.0022
H -1.822598 -1.469265 2.335697 0.0104 0.0201 0.0092
H -3.795848 -2.693388 3.146393 -0.0086 -0.0065 -0.0033
H -6.043486 -2.141169 2.273081 -0.0033 0.0015 -0.0033
H -6.308802 -0.347295 0.596204 -0.0019 0.0090 -0.0006
H -4.336162 0.907049 -0.192427 -0.0014 0.0286 -0.0274
H 0.001851 3.161257 0.358726 -0.0151 0.0114 -0.0028
H 0.399771 4.983633 1.950535 0.0001 0.0006 -0.0033
H -0.661383 4.938591 4.189053 -0.0013 0.0047 -0.0023
H -2.150293 3.063110 4.802979 -0.0035 -0.0046 0.0013
H -2.571578 1.242576 3.208894 -0.0108 -0.0221 -0.0007
H 1.993127 1.131843 -1.624559 -0.0259 0.0201 -0.0434
H 3.656088 2.962642 -1.621293 0.0057 0.0132 -0.0087
H 2.987001 5.237885 -2.325553 0.0034 0.0044 -0.0036
H 0.665160 5.670440 -3.064243 0.0080 0.0061 -0.0013
H -0.980725 3.841904 -3.094863 -0.0007 -0.0175 0.0090
H -3.681117 0.979283 -2.789625 -0.0040 0.0000 0.0130
H -4.888678 0.992579 -4.941971 0.0009 -0.0040 -0.0087
H -3.626418 1.070733 -7.066614 -0.0016 0.0058 -0.0005
H -1.155489 1.179899 -7.032617 -0.0057 -0.0034 -0.0057
H 0.048559 1.222549 -4.885507 -0.0008 -0.0052 0.0112
C 4.763385 -3.005340 1.339456 -0.0422 0.0081 -0.0642
Si 3.384541 -2.425431 0.189610 -0.0219 -0.0057 -0.0543
C 2.737505 -3.932905 -0.715490 0.0820 0.0951 0.0814
C 4.066044 -1.129904 -0.985876 -0.0096 -0.0136 0.1028
C 2.023405 -1.693759 1.283378 0.1713 0.0846 0.0116
C 0.863333 -2.571433 1.424509 0.0600 -0.0206 0.0773
C 0.761545 -3.436499 2.516534 -0.0559 -0.0620 -0.0145
C -0.236463 -4.393780 2.543007 0.0280 0.0477 -0.0272
C -1.124786 -4.467206 1.481094 -0.0097 0.0232 -0.0193
C -1.010321 -3.542924 0.461734 0.0058 -0.0767 0.0348
N -0.055033 -2.602667 0.438752 -0.1060 0.1837 -0.0645
Si 2.208919 -0.167467 2.355800 -0.0155 0.0116 0.0084
C 0.754033 -0.043738 3.536358 0.1069 0.0030 -0.0401
C 3.803699 -0.256950 3.351480 -0.0852 0.0594 -0.0384
C 2.285820 1.357516 1.264262 0.0001 -0.0885 0.1000
H 5.420704 -3.681628 0.787571 0.0193 -0.0030 -0.0134
H 4.366133 -3.559823 2.191986 -0.0223 -0.0187 0.0059
H 5.374147 -2.189182 1.725828 -0.0274 0.0300 -0.0065
H 3.535025 -4.341204 -1.341565 0.0123 -0.0034 -0.0058
H 1.884621 -3.735160 -1.365589 -0.0148 0.0459 0.0050
H 2.452888 -4.712633 -0.003587 -0.0221 -0.0022 0.0064
H 4.998447 -1.484654 -1.430479 0.0073 -0.0312 -0.0212
H 4.283816 -0.191011 -0.470824 0.0174 -0.0349 0.0066
H 3.364669 -0.927533 -1.796445 -0.0183 0.0014 0.0026
H 1.490878 -3.368345 3.312680 0.0172 0.0099 -0.0043
H -0.306906 -5.081314 3.376264 -0.0121 -0.0077 0.0010
H -1.906416 -5.211700 1.437058 0.0031 -0.0073 0.0078
H -1.698956 -3.526114 -0.373428 -0.0169 -0.0060 0.0030
H 0.661970 -0.921766 4.177851 0.0310 -0.0422 0.0086
H -0.187803 0.084809 3.001443 0.0892 -0.0845 0.0331
H 0.874302 0.830359 4.181663 -0.0047 0.0159 -0.0041
H 3.883541 -1.169307 3.943765 -0.0269 -0.0344 0.0011
H 3.837756 0.592196 4.039183 0.0060 0.0061 0.0082
H 4.685106 -0.194808 2.711310 -0.0065 -0.0037 -0.0282
H 1.441697 1.385284 0.572712 0.0867 -0.0546 0.0977
H 3.203310 1.383570 0.673962 0.0118 -0.0178 0.0130
H 2.251174 2.263549 1.874614 0.0007 -0.0091 0.0064
S -0.516570 -4.922835 -3.278581 -0.0438 0.1101 -0.0876
Sb -0.997743 -2.750102 -3.742534 0.0921 -0.3403 0.0562
S 1.006367 -1.500984 -3.142802 0.1098 0.0193 0.0179
S -2.374275 -1.842416 -2.052275 -0.1160 0.0932 0.1500
```
Forces are in eV/Å.

The electronic energy comes out at -117227.71361 eV. For the gap between HOMO and LUMO (alpha / beta), the calculation gives 0.219 / 0.208 Eh. Its LUMO energy (alpha / beta) is 0.37 / -1.67 eV. Its total charge is 0. The calculation puts the energy relative to the best compared isomer or geometry (same formula, charge and spin) at 0.00 kJ/mol. The spin multiplicity is 6. For the molar mass, the calculation gives 1032.052 g/mol.